Density functional theory data (the ωB97M-V functional and the def2-TZVPD basis) for a 2-piece molecular cluster, CH2ClO3S overall at a distorted geometry.

ORCA input file:
```
! wB97M-V def2-TZVPD RIJCOSX def2/J DEFGRID3
* xyz -1 1
C 1.56030 -0.35921 -0.68701
O -1.35391 -0.63914 1.12798
O -1.98426 1.53591 -0.33268
O 2.25581 -0.40449 -1.71134
S -1.32000 1.12414 0.91493
Cl 2.29173 0.40441 0.78224
H 0.59034 -0.85271 -0.52001
H -2.04000 -0.80890 0.42589
*
```

- E_HOMO (eV) = -1.4
- molecular weight (g/mol) = 129.5
- orbital gap (eV) = 4.95
- E_LUMO (eV) = 3.5240